[1]
Here is a cluster of 2 separate species, C2BrClN2S in total from the Open Molecules 2025 dataset. Energies are from ωB97M-V/def2-TZVPD.

XYZ file:
```
7
C2BrClN2S, DFT ωB97M-V/def2-TZVPD
C 1.547 1.324 -0.336
C -1.588 -0.675 0.161
N 2.247 0.967 0.484
N -0.761 -1.312 0.745
S 0.155 -1.706 1.902
Cl 0.460 1.887 -1.416
Br -2.059 -0.485 -1.539
```

Output
Frontier orbital gap (spin up / spin down)   7.53 / 7.53 eV
Lowest unoccupied orbital energy (spin up / spin down)   -1.2 / -1.2 eV
E   -3617.98849 hartree
SMILES string   [S-][N+]#CBr.N#CCl
Relative energy (zero: lowest compared OMol25 entry of this formula, charge and spin)   311.0 kJ/mol

[2]
Here is a structure of composition C24H22N2O7RuS from the Open Molecules 2025 dataset. Energies are from ωB97M-V/def2-TZVPD.

XYZ file:
```
57
C24H22N2O7RuS, DFT ωB97M-V/def2-TZVPD
Ru -0.698 0.096 -0.041
O -1.319 -0.457 1.696
C -0.470 -0.306 2.703
C -0.994 0.134 3.931
C -0.191 0.278 5.039
C 1.171 -0.030 4.985
C 1.701 -0.478 3.795
C 0.914 -0.604 2.643
C 1.492 -1.197 1.456
N 0.922 -1.088 0.322
N 1.286 -1.969 -0.692
C 0.229 -2.175 -1.430
O -0.920 -1.629 -1.247
C 0.387 -3.069 -2.616
C -0.623 -3.106 -3.572
C -0.479 -3.888 -4.710
C 0.670 -4.644 -4.896
C 1.678 -4.616 -3.939
C 1.540 -3.828 -2.805
H -2.047 0.383 3.957
H -0.625 0.640 5.965
H 1.797 0.081 5.860
H 2.753 -0.741 3.731
H 2.358 -1.848 1.545
H -1.510 -2.505 -3.408
H -1.266 -3.903 -5.455
H 0.780 -5.255 -5.784
H 2.575 -5.207 -4.079
H 2.317 -3.787 -2.053
O -2.061 3.281 1.376
S -1.476 2.640 0.231
O -1.151 3.516 -0.871
O -0.181 1.833 0.660
O -2.272 1.428 -0.251
C -1.977 -0.078 -8.225
C -1.331 0.079 -6.875
C -2.040 0.581 -5.797
C -1.469 0.730 -4.535
C -2.312 1.260 -3.420
C -0.119 0.355 -4.375
C 0.549 0.400 -3.074
O 0.059 0.729 -2.024
C 0.621 -0.154 -5.463
C 2.055 -0.609 -5.332
C 0.001 -0.283 -6.693
H -3.017 0.248 -8.206
H -1.953 -1.121 -8.548
H -1.449 0.509 -8.980
H -3.079 0.866 -5.929
H -3.296 1.535 -3.798
H -1.862 2.121 -2.924
H -2.434 0.518 -2.633
H 1.594 0.060 -3.063
H 2.127 -1.500 -4.701
H 2.702 0.155 -4.902
H 2.449 -0.864 -6.315
H 0.566 -0.680 -7.531
```

Output
Frontier orbital gap (spin up / spin down)   6.81 / 6.77 eV
Lowest unoccupied orbital energy (spin up / spin down)   2.1 / 2.0 eV
E   -2057.15683 hartree
⟨S²⟩   0.7540
Total charge   -1
Spin multiplicity   2

[3]
Here is a cluster of 2 separate species, C5H10O in total from the Open Molecules 2025 dataset. Energies are from ωB97M-V/def2-TZVPD.

XYZ file:
```
16
C5H10O, DFT ωB97M-V/def2-TZVPD
O -2.053 0.155 0.683
C -1.236 0.248 -0.472
C -0.434 -1.046 -0.623
C 0.725 -0.751 0.269
C 1.037 0.563 0.139
C -0.188 1.343 -0.204
H -2.639 -0.601 0.546
H -1.818 0.484 -1.365
H -0.990 -1.958 -0.389
H -0.046 -1.152 -1.650
H 2.636 -0.737 0.961
H 1.012 -1.454 1.038
H 2.549 -0.089 1.337
H 2.011 1.027 0.050
H -0.511 1.904 0.690
H -0.052 2.064 -1.011
```

Output
Frontier orbital gap   9.45 eV
Lowest unoccupied orbital energy   0.8 eV
E   -271.62444 hartree
SMILES string   OC1CC=CC1.[H][H]
Relative energy (zero: lowest compared OMol25 entry of this formula, charge and spin)   336.5 kJ/mol

[4]
Here is a structure of composition C23H49N2O2P3Y from the Open Molecules 2025 dataset. Energies are from ωB97M-V/def2-TZVPD.

XYZ file:
```
80
C23H49N2O2P3Y, DFT ωB97M-V/def2-TZVPD
Y -0.336 -0.216 -0.110
P -2.863 -1.033 -1.119
P 0.694 -1.607 -2.181
P -1.663 2.059 0.540
H 6.726 5.471 -3.547
C 6.576 5.943 -2.564
C 7.264 5.566 -1.494
H 8.013 4.760 -1.539
C -3.570 -0.226 -2.607
C -2.941 -2.806 -1.560
C -4.210 -0.920 0.120
C 2.467 -1.182 -1.997
C 0.696 -3.417 -2.021
C 0.300 -1.192 -3.908
C -0.331 3.149 1.177
C -2.825 1.953 1.934
C -2.478 3.070 -0.741
H 5.876 6.792 -2.534
H 7.165 6.081 -0.526
H -4.513 -0.691 -2.929
H -2.839 -0.285 -3.422
H -3.725 0.844 -2.417
H -3.966 -3.129 -1.737
H -2.541 -3.427 -0.764
H -2.340 -3.034 -2.438
H -5.103 -0.441 -0.280
H -3.873 -0.307 0.953
H -4.501 -1.875 0.555
H 3.096 -1.926 -2.498
H 2.722 -1.151 -0.932
H 2.676 -0.176 -2.376
H 0.722 -3.881 -3.011
H -0.220 -3.711 -1.501
H 1.541 -3.748 -1.408
H 1.055 -1.643 -4.570
H 0.306 -0.096 -4.017
H -0.723 -1.534 -4.138
H -0.727 3.914 1.863
H 0.216 3.614 0.354
H 0.395 2.519 1.703
H -2.739 2.856 2.546
H -2.554 1.079 2.539
H -3.846 1.813 1.570
H -2.557 4.112 -0.395
H -3.460 2.636 -0.984
H -1.860 3.027 -1.651
C 2.025 1.853 -0.637
C 1.614 2.328 -1.910
C 2.299 3.383 -2.498
C 3.371 3.964 -1.780
C 3.755 3.526 -0.494
C 3.068 2.464 0.091
O 1.444 0.828 -0.043
H -0.856 0.784 -1.924
H 0.757 1.880 -2.427
H 1.997 3.720 -3.499
H 3.922 4.770 -2.244
H 4.577 3.990 0.054
H 3.247 2.063 1.085
C -2.533 -3.721 1.864
N -2.014 -2.636 2.723
C -2.298 -2.774 4.157
C -1.305 -3.771 4.683
C 0.116 -3.286 4.569
N 0.274 -2.541 3.333
C 1.641 -2.165 2.969
C -0.707 -2.279 2.491
O -0.418 -1.624 1.428
H -1.770 -4.096 1.157
H -3.354 -3.335 1.247
H -2.856 -4.551 2.506
H -2.161 -1.778 4.607
H -3.345 -3.099 4.208
H -1.408 -4.694 4.107
H -1.509 -3.959 5.727
H 0.871 -4.085 4.511
H 0.370 -2.578 5.376
H 2.060 -1.521 3.747
H 2.266 -3.062 2.863
H 1.658 -1.603 2.013
```

Output
Frontier orbital gap (spin up / spin down)   3.94 / 4.13 eV
Lowest unoccupied orbital energy (spin up / spin down)   -11.6 / -11.4 eV
E   -2227.20730 hartree
Total charge   +3
Relative energy (zero: lowest compared OMol25 entry of this formula, charge and spin)   288.2 kJ/mol

[5]
Here is an isolated molecule of C19H12BF9O from the Open Molecules 2025 dataset. Energies are from ωB97M-V/def2-TZVPD.

XYZ file:
```
42
C19H12BF9O, DFT ωB97M-V/def2-TZVPD
F -5.348 2.829 -0.758
C -5.211 1.718 -1.537
F -6.244 0.869 -1.226
F -5.441 2.103 -2.825
C -3.864 1.088 -1.309
C -3.789 -0.231 -0.870
C -2.529 -0.765 -0.637
C -1.370 0.008 -0.756
C -0.090 -0.588 -0.096
C 1.230 0.035 -0.616
C 1.428 1.416 -0.517
C 2.693 1.978 -0.728
C 3.705 1.143 -1.187
C 5.062 1.755 -1.404
F 5.941 0.889 -2.001
F 5.065 2.869 -2.192
F 5.601 2.128 -0.204
C 3.462 -0.185 -1.523
C 2.197 -0.714 -1.282
C -1.478 1.235 -1.440
C -2.733 1.823 -1.643
H -4.679 -0.820 -0.678
H -2.447 -1.791 -0.287
H -0.063 -1.661 -0.179
H 0.642 2.070 -0.148
H 2.878 3.027 -0.486
H 4.259 -0.783 -1.958
H 2.019 -1.762 -1.508
H -0.609 1.795 -1.753
H -2.814 2.825 -2.056
C -0.186 -0.569 1.473
C -1.320 -1.242 2.151
C -0.814 -2.246 2.998
C 0.577 -2.191 2.942
B 1.659 -3.180 3.615
F 0.827 -4.274 3.907
F 2.637 -3.437 2.650
F 2.131 -2.532 4.763
O 0.986 -1.170 2.148
H -0.196 0.548 1.529
H -2.392 -0.937 2.161
H -1.381 -3.071 3.469
```

Output
Frontier orbital gap   8.38 eV
Lowest unoccupied orbital energy   -2.1 eV
E   -1730.24927 hartree